C18H22N2S2 as an isolated structure. Source: the Open Molecules 2025 dataset; level of theory: wB97M-V/def2-TZVPD.

Each line ends with the Mulliken charge.
Geometry (Å):
H: 1.282 0.580 -0.870  0.233
C: -0.945 0.997 -1.010  -1.227
H: 3.074 6.987 0.418  0.247
H: -1.234 -6.911 1.422  0.188
C: -1.992 -5.020 1.549  0.541
H: 0.301 -4.262 -1.078  0.332
C: -0.460 -4.970 -0.571  -1.269
H: -1.609 -0.844 -0.003  0.370
C: 2.257 4.646 -0.271  -1.268
C: -1.133 -2.180 2.109  0.601
H: 0.627 -0.527 -1.938  0.437
C: -0.729 0.082 1.396  0.188
C: 2.158 5.201 -2.674  -0.709
H: 0.025 -5.861 -0.176  0.346
H: 0.108 -2.366 0.202  0.020
H: 2.570 7.735 -1.136  0.380
H: 1.738 4.023 -4.292  0.097
C: -2.292 -4.207 2.804  -0.544
C: -2.283 -6.280 1.570  -1.331
N: -1.335 0.074 0.346  -0.225
H: -2.949 -6.791 2.035  0.603
H: 1.279 2.666 -0.178  0.097
C: 1.687 4.139 -3.058  -0.386
H: -0.831 -0.667 3.284  0.352
N: -1.066 -0.826 2.318  -0.124
S: 0.776 1.640 -2.883  -0.246
C: 3.012 6.828 -0.749  -1.336
H: 2.594 6.059 -3.209  0.362
H: -0.799 1.790 -0.599  0.789
H: -1.872 0.912 -1.636  0.319
C: -0.838 -2.822 0.932  -0.383
C: 2.354 5.458 -1.216  0.818
C: 0.488 0.524 -1.735  -0.334
C: -2.048 -2.894 3.152  -0.863
H: 3.991 7.184 -1.205  0.323
C: 1.645 3.422 -0.773  -0.028
H: -1.537 -5.258 -1.333  0.224
S: -0.111 1.624 2.118  -0.443
C: 1.241 3.244 -2.067  0.898
C: -0.958 -4.248 0.701  0.365
H: -2.550 -2.332 3.843  0.498
H: -2.704 -6.505 0.498  0.280
H: -3.036 -4.801 3.349  0.224
H: 2.104 4.757 0.614  0.582

Calculated values
energy above the lowest of the compared OMol25 structures with the same formula, charge and spin	312.3	kcal/mol
net charge	0
HOMO energy	-7.6	eV

An isolated ion of composition C4H5O7S and charge -1. Source: the Open Molecules 2025 dataset; level of theory: wB97M-V/def2-TZVPD.

Each line ends with the Mulliken charge.
Geometry (Å):
C: -1.480 0.538 -0.954  0.450
O: -1.928 0.416 1.384  -0.583
C: 0.077 -0.241 -0.460  0.010
H: 2.982 0.921 0.815  0.263
H: -0.843 -1.878 0.159  0.526
C: 2.394 -0.013 0.408  -0.260
O: -2.452 -1.646 0.229  -0.722
H: 3.004 -0.688 -0.287  0.164
O: 1.952 -0.790 1.528  -0.606
O: -1.361 1.614 -1.527  -0.619
O: 0.074 -1.557 -0.111  -0.708
O: -4.020 0.300 -0.042  -0.646
O: 1.402 1.717 -0.919  -0.571
C: 1.161 0.499 -0.350  0.441
H: 0.594 2.179 -1.245  0.337
H: 1.091 -1.185 1.130  0.432
S: -2.649 -0.187 0.243  1.089

Calculated values
energy above the lowest of the compared OMol25 structures with the same formula, charge and spin	0.0	kcal/mol
net charge	-1
structure (SMILES)	O=C(/C(O)=C(\O)CO)S(=O)(=O)[O-]
HOMO energy	-5.0	eV

C39H44ClN2O2P2Ti as an isolated structure. Source: the Open Molecules 2025 dataset; level of theory: wB97M-V/def2-TZVPD.

Each line ends with the Mulliken charge.
Geometry (Å):
H: -2.983 -2.605 -3.519  0.385
C: 3.372 -0.908 -0.098  0.114
P: -0.803 -2.058 -0.105  1.580
C: 3.940 1.208 4.703  -0.827
C: -4.544 0.191 0.566  -0.432
H: -3.171 -2.394 0.295  0.398
C: -0.593 2.967 0.124  -2.068
H: 1.617 3.659 4.601  0.402
C: 1.172 4.273 -1.013  -0.127
C: 2.390 0.819 2.864  1.308
C: -0.483 -2.866 1.536  -1.169
H: -3.478 -0.141 2.853  0.304
C: -2.454 -2.842 -0.395  -0.987
H: -5.188 -0.096 1.393  0.338
H: 0.002 3.009 1.025  0.432
H: 0.862 2.307 2.669  0.099
C: 4.524 -3.000 0.214  -0.511
H: 2.063 -5.024 -4.066  0.394
C: 1.530 -4.474 -3.299  -0.900
H: -4.703 0.964 -2.716  0.443
C: 2.145 2.750 4.332  -0.970
H: -6.160 0.230 -0.849  0.370
C: -5.099 0.383 -0.690  -0.838
C: 2.782 -1.011 1.164  0.510
P: -0.976 -1.191 -3.042  1.800
H: 1.078 -4.468 0.036  0.104
H: -2.752 -1.365 -4.748  0.404
C: -3.176 0.347 0.780  0.636
H: -1.780 -2.852 -4.790  0.427
H: -2.235 3.291 3.163  0.269
H: 3.591 2.955 5.919  0.367
H: -1.939 -0.708 2.159  -0.485
H: 2.235 -5.716 -1.699  0.381
C: 0.164 -3.057 -1.316  0.557
H: 1.836 4.075 -0.181  0.478
H: 4.130 -4.004 2.068  0.367
C: -1.216 0.930 3.911  -1.245
N: 0.827 0.486 1.059  0.279
C: 1.720 2.003 3.254  0.153
C: 1.600 5.055 -2.064  -0.999
C: 4.226 -1.892 -0.568  -0.697
O: 0.781 -0.138 -1.780  -0.461
H: -2.395 -3.917 -0.223  0.413
C: 1.624 -4.865 -1.974  -0.798
H: -1.661 2.972 0.287  0.885
H: -1.185 4.950 -3.998  0.409
H: -0.703 1.808 4.304  0.362
C: -2.818 2.401 2.915  -1.276
N: -1.928 1.280 2.702  1.023
C: 3.052 -2.156 1.921  0.052
H: 0.970 -0.339 -4.262  0.344
O: 0.558 1.261 -1.925  -0.431
C: -0.129 3.727 -0.986  0.262
H: 4.816 0.903 5.265  0.398
Ti: -0.192 0.616 -0.438  0.634
C: -0.091 -0.430 -4.486  -1.739
H: 2.593 5.484 -2.068  0.402
H: 0.691 -3.071 -4.676  0.337
C: 3.918 -3.135 1.454  -0.963
H: -3.378 2.597 2.000  0.355
C: 0.747 5.292 -3.134  0.571
H: -0.238 -1.012 -5.397  0.508
H: -2.296 1.254 -2.350  0.772
C: 0.954 -4.155 -0.990  -0.866
H: -0.030 -3.851 1.452  0.593
C: -2.642 0.130 2.176  -0.772
H: -0.487 0.575 -4.636  0.391
H: 4.676 -1.785 -1.549  0.400
H: 2.574 -2.282 2.886  0.470
Cl: 1.299 6.247 -4.479  -0.248
C: -0.968 4.001 -2.088  0.001
C: 1.930 0.108 1.685  -1.340
C: 0.761 -3.371 -3.637  -0.674
C: -2.307 0.679 -0.277  1.582
H: -0.457 0.181 3.680  0.186
C: -4.279 0.779 -1.734  -1.435
C: -2.912 0.923 -1.520  -0.330
H: 3.159 -0.037 -0.699  0.299
C: 3.529 0.455 3.621  -0.868
C: -2.232 -2.105 -4.134  -1.582
C: -0.537 4.762 -3.152  -1.131
H: -1.442 -2.973 2.043  0.473
C: 3.256 2.362 5.077  -0.644
H: -1.971 3.593 -2.093  0.511
H: 5.212 -3.756 -0.143  0.403
H: -3.544 2.221 3.731  0.335
C: 0.072 -2.658 -2.664  -0.465
H: -1.886 0.535 4.698  0.344
H: -2.793 -2.647 -1.409  -0.027
H: 0.164 -2.224 2.131  -0.143
H: 4.098 -0.419 3.343  0.437

Calculated values
energy above the lowest of the compared OMol25 structures with the same formula, charge and spin	22.5	kcal/mol
net charge	-1
HOMO energy (spin up / spin down)	-2.2 / -4.6	eV
2S+1	3
⟨S²⟩	2.060